79
Properties=species:S:1:pos:R:3 method="wB97M-V/def2-TZVPD" charge=-1 orbital_gap_ev=4.7635
O -4.331 8.476 1.156
S -3.886 7.121 0.695
O -4.538 6.863 -0.638
C -4.475 5.832 1.859
C -3.465 5.396 2.986
C -2.731 6.497 3.844
O -3.452 6.749 5.039
P -4.743 5.581 5.288
O -4.189 4.623 3.915
H -2.527 7.061 0.463
H -5.445 6.185 2.258
H -4.660 4.929 1.239
H -2.748 4.711 2.513
H -1.750 6.019 4.070
H -2.647 7.470 3.317
H -5.290 6.457 6.319
H -3.908 4.891 6.264
H -5.795 4.585 5.459
H -5.682 6.278 4.399
C 0.749 2.240 2.068
C 1.469 2.795 0.877
O 0.560 3.765 0.384
C -0.145 4.203 1.465
O -0.803 5.189 1.476
O 0.004 3.372 2.524
F 1.654 1.850 -0.073
H 0.059 1.435 1.800
H 1.428 1.880 2.838
H 2.424 3.272 1.109
C 4.602 -1.900 -1.371
C 3.538 -1.234 -2.192
O 3.183 -0.113 -1.402
C 4.298 0.217 -0.692
O 4.458 1.250 -0.130
O 5.212 -0.786 -0.715
F 2.448 -2.035 -2.334
H 4.184 -2.579 -0.622
H 5.329 -2.450 -1.978
H 3.873 -0.896 -3.176
C 5.635 -7.220 -1.219
C 4.945 -6.985 -2.532
O 4.906 -5.572 -2.616
C 5.985 -5.121 -1.922
O 6.413 -4.017 -1.999
O 6.510 -6.092 -1.137
F 3.675 -7.461 -2.516
H 4.941 -7.205 -0.376
H 6.195 -8.153 -1.199
H 5.474 -7.388 -3.399
C -0.124 -8.109 -1.533
C -0.726 -6.786 -1.159
O -0.461 -6.705 0.232
C 0.681 -7.416 0.441
O 1.339 -7.349 1.423
O 0.972 -8.209 -0.622
F -2.071 -6.789 -1.352
H -0.811 -8.942 -1.370
H 0.221 -8.136 -2.565
H -0.283 -5.935 -1.665
C -0.540 3.435 -2.702
C -0.878 4.185 -3.958
O 0.226 3.889 -4.801
C 0.679 2.665 -4.418
O 1.412 1.990 -5.065
O 0.182 2.308 -3.210
F -0.920 5.521 -3.742
H 0.103 4.008 -2.034
H -1.425 3.118 -2.153
H -1.804 3.864 -4.441
C -3.153 -3.420 0.095
C -1.691 -3.758 0.063
O -1.074 -2.503 0.276
C -1.951 -1.771 1.020
O -1.670 -0.781 1.602
O -3.189 -2.329 1.012
F -1.317 -4.232 -1.165
H -3.525 -3.090 -0.878
H -3.768 -4.248 0.445
H -1.373 -4.457 0.837



74
Properties=species:S:1:pos:R:3 method="wB97M-V/def2-TZVPD" spin_multiplicity=6 relative_energy_kj_mol=0.0 orbital_gap_ev="7.3733 / 7.5874"
C -2.065 -2.303 -3.924
C -1.154 -2.505 -2.754
H -1.609 -2.638 -4.866
H -2.383 -1.261 -4.045
H -2.977 -2.904 -3.765
C -0.401 -3.622 -2.656
C -0.283 -4.584 -3.766
H 0.098 -3.898 -1.738
H 0.262 -4.140 -4.609
H -1.287 -4.844 -4.118
H 0.227 -5.499 -3.452
Ru -1.302 2.002 2.593
Cl -3.459 2.839 3.035
Cl 0.638 2.590 1.564
H 0.878 5.570 5.040
H -1.581 7.495 3.327
C 0.938 5.788 3.972
C -0.922 6.905 2.672
N -0.382 5.749 3.374
H 1.617 5.077 3.496
C -1.133 4.655 3.517
O -0.758 3.609 4.099
H -1.518 6.603 1.799
H -2.169 4.777 3.154
H 1.345 6.787 3.842
H -0.114 7.553 2.330
H 2.558 -1.033 -2.696
H 2.446 -3.610 -1.914
C 3.396 -0.972 -1.989
C 3.281 -3.319 -1.261
N 3.190 -1.911 -0.911
H 3.463 0.037 -1.586
C 3.128 -1.489 0.394
O 3.185 -0.328 0.775
H 3.237 -3.922 -0.349
H 3.002 -2.327 1.115
H 4.307 -1.225 -2.542
H 4.211 -3.525 -1.805
O -0.423 -0.322 -1.863
C -1.285 -1.474 -1.649
C 0.177 -2.536 0.149
C -1.083 -2.103 -0.263
H 1.034 -2.246 -0.459
C 0.313 -3.417 1.228
H -2.329 -1.140 -1.689
C -2.196 -2.435 0.506
H 1.293 -3.809 1.495
C -0.810 -3.802 1.953
C -2.057 -3.278 1.603
H -3.173 -2.055 0.195
H -0.713 -4.513 2.764
H -2.926 -3.536 2.183
Si -0.424 1.046 -2.701
Cl -2.377 0.351 1.862
C 1.295 1.713 -2.713
C -1.185 2.435 -1.630
C -1.635 1.091 -4.131
H 2.088 1.067 -3.113
H 1.548 1.950 -1.658
H 1.364 2.670 -3.256
H -1.423 0.490 -5.019
H -1.722 2.154 -4.431
H -2.643 0.807 -3.762
H -2.210 2.149 -1.352
H -1.201 3.375 -2.220
H -0.572 2.568 -0.722
S -0.081 -1.855 4.742
C 1.380 -0.994 4.343
C 1.123 0.267 3.852
N -0.240 0.509 3.725
C -0.989 -0.491 4.226
H 2.361 -1.444 4.462
H 1.850 1.036 3.588
H -2.042 -0.409 4.406



| no. | calculated total energy (eV) | strongest force on any atom (eV/Å) | molecular weight (g mol⁻¹) |
| --- | --- | --- | --- |
| 1 | -103702.960 | 5.826 | 809.46 |
| 2 | -93959.094 | 5.039 | 673.16 |